335
Properties=species:S:1:pos:R:3:mulliken_charge:R:1 method="wB97M-V/def2-TZVPD" e_homo_ev=-7.3 multiplicity=1 charge=0
H 8.182 3.473 0.381 0.34
H -1.746 4.853 -5.306 -0.33
C -1.731 3.840 -1.505 1.19
C -2.842 4.555 -3.495 -0.17
H -3.042 -3.120 0.681 -0.35
H 5.382 2.207 -5.652 0.23
O -2.571 -5.816 3.689 -0.24
H 3.056 9.081 3.639 0.49
C -5.550 1.015 5.051 -0.98
O -0.048 -1.488 0.414 1.38
H -8.110 -3.128 -4.423 0.48
C 1.494 4.524 0.906 -0.08
H 5.728 -6.784 -0.009 0.26
H 0.702 -1.120 -3.652 -0.59
H 5.413 8.689 3.365 0.51
N 6.118 1.836 -5.119 -0.68
C 7.026 4.151 -4.918 -1.45
H -2.012 -2.413 2.613 -0.62
H -1.216 -8.725 -3.456 0.45
C 3.433 -3.210 -2.871 -1.21
H -2.018 -4.780 5.360 0.25
N -1.767 -3.874 -1.159 1.95
H -9.456 -3.503 -3.432 0.33
C 1.682 3.189 -4.557 -0.56
H 0.608 7.794 1.490 0.06
H -0.530 -5.601 3.746 0.25
H -1.442 -3.077 -0.524 -1.52
N -2.194 2.406 -6.474 -0.36
C -6.748 2.350 3.603 -0.60
C -4.642 -0.147 5.191 3.02
H 1.524 1.090 -5.270 0.21
C -6.644 1.937 -1.875 -1.50
H -3.276 -5.246 -2.819 0.24
H 3.885 6.860 -0.990 0.22
N 0.205 -1.369 3.498 1.18
H -10.996 -0.456 -1.679 0.30
H 1.313 0.405 1.356 -1.39
C 1.479 8.478 1.415 -0.61
H -0.516 -4.223 -5.393 0.37
H 3.943 -0.609 1.952 -0.26
H 0.576 4.035 0.731 -0.69
H 7.774 2.898 2.522 0.50
C 7.296 4.137 0.352 -0.40
C -5.431 -3.828 1.612 -0.76
H 4.602 3.384 -3.736 -0.84
H 1.995 -7.958 -1.354 -0.12
H -2.077 -1.340 -3.530 0.02
H -3.918 5.493 -6.515 0.23
C -3.148 4.248 2.423 -0.16
H 4.370 -5.110 0.123 0.11
H -6.231 1.074 5.878 0.46
H -0.694 -2.483 -5.546 0.01
H 5.393 -8.319 0.808 0.37
H -3.846 4.715 -3.160 0.67
N -3.798 4.982 -5.617 -0.55
H 3.658 0.611 5.808 0.44
H 3.927 -8.919 4.474 0.36
H 0.871 3.655 -2.684 -0.89
H -1.285 -3.788 -2.066 -0.07
C -2.126 -7.159 1.097 -1.33
H -2.909 3.494 -3.895 -0.16
O 1.221 -9.482 -2.467 -0.40
H -6.483 1.915 -2.939 0.41
H 0.547 5.372 -1.495 -0.69
H 2.431 3.908 -4.363 1.00
O -10.066 -2.245 -1.430 -0.47
O 1.038 3.571 5.572 -0.04
C 5.474 3.285 -3.167 0.88
H -4.930 1.937 5.144 -0.04
H -3.754 -1.435 -3.704 -0.12
H -1.042 0.538 -8.329 0.46
O 2.964 2.049 -6.278 -0.56
H -4.870 -0.193 2.411 0.33
H 2.994 -5.600 -0.644 -0.29
C -2.861 -1.719 -4.148 0.15
H -4.573 0.501 -2.627 -0.23
H 3.102 5.140 -2.409 -1.17
H -5.707 -0.087 -0.394 -0.04
C 3.835 -6.820 0.867 1.02
H 3.706 0.221 4.270 0.03
O -2.784 -1.028 -5.445 -0.58
H 5.819 0.925 -4.621 0.30
H 4.238 -0.862 -1.047 -0.12
C -5.376 -1.388 5.180 -1.62
H 6.787 4.117 -0.573 -0.32
C -1.209 -6.158 1.681 2.74
H 4.924 3.297 3.400 -0.74
C -2.601 5.295 -4.840 0.86
H -3.177 0.640 -7.318 0.31
H -3.509 -5.829 -1.065 0.20
H 3.872 -3.448 -1.885 -0.10
C -3.249 -3.844 -1.199 1.45
H 6.223 7.128 3.619 0.24
H 7.638 5.134 0.486 0.36
H -0.310 -0.188 -2.094 -1.52
H -2.858 7.319 3.080 0.44
C 1.453 -8.117 -2.272 -0.20
H -6.520 -3.854 1.747 0.31
N 5.431 1.401 2.611 0.27
C 0.840 2.865 -3.396 2.00
H -1.709 -7.020 -3.335 0.28
H -3.117 -7.089 1.513 0.37
O 6.367 3.708 1.339 0.04
O -1.849 4.804 -2.517 -0.41
H -0.468 -7.536 -4.469 0.36
H -0.840 3.193 6.322 0.06
C -0.978 0.058 -1.264 1.08
H -4.846 -2.235 5.694 0.40
H -1.076 0.135 1.004 -2.34
H -3.650 -5.205 5.315 0.29
N -3.871 0.069 6.461 -0.80
C 3.369 7.167 -1.891 -1.88
H 3.022 -10.129 -1.615 0.25
N 0.232 -6.184 1.213 0.71
C 2.446 6.008 -2.313 2.47
H 0.366 -5.853 0.256 -0.65
H -1.009 -0.692 -7.050 0.35
H -1.875 -0.545 -1.333 -0.14
H 0.836 -0.660 3.849 -0.49
C -3.775 -5.098 -1.848 -1.30
H -10.859 -1.422 -3.168 0.29
H 3.218 -4.227 -3.298 0.18
H 0.706 -3.320 -6.270 0.24
H -6.190 1.293 0.621 -0.10
H -0.184 0.951 -6.934 0.25
H -3.474 0.993 6.451 0.24
H 5.515 -1.817 -1.234 0.63
H 2.684 8.002 -1.893 0.53
C 2.284 1.873 -5.052 -0.72
H -2.624 -3.152 4.139 0.78
H -0.205 2.722 -3.671 -0.22
C -8.746 -1.861 -1.369 -0.42
H 5.426 -3.087 2.326 0.67
H -5.089 -3.036 2.251 0.34
H -0.925 -2.100 8.142 0.31
H 2.313 0.305 -7.176 0.19
H 0.554 -7.094 1.214 0.16
H 6.468 3.246 5.333 0.41
H -4.934 2.803 -0.792 -0.05
H 2.038 -11.342 -2.354 0.26
N 1.491 -2.945 -1.483 3.89
H -2.184 -6.964 -0.024 -0.25
C -1.243 -6.218 3.264 -1.22
N -6.635 -1.540 -2.616 0.03
H -7.040 2.898 -1.642 0.48
N 0.794 3.813 -5.496 -0.30
H 1.140 1.523 3.414 -0.74
H 3.952 -2.897 0.106 -2.00
H 1.090 -5.567 -2.798 -0.15
H -5.071 -4.819 1.934 0.28
H 7.555 2.508 -3.589 0.35
H -1.858 -8.172 1.319 0.56
H -3.053 -0.167 2.060 -1.11
H -3.720 4.674 4.935 0.28
C -2.698 -5.629 5.046 -0.82
N 3.058 0.603 5.049 -0.51
H 0.699 1.564 5.572 0.23
O 6.484 -3.674 0.724 -0.32
H -4.675 5.055 -5.082 0.23
H 8.320 -3.125 1.427 0.34
N 1.700 6.487 -3.453 -0.61
H -8.659 -0.880 -0.935 0.32
H -1.566 -0.828 4.378 -0.72
H -6.287 -2.221 -1.955 -0.15
H 5.366 1.990 5.375 0.19
C -2.397 6.804 -4.742 -1.68
C 4.551 -2.168 0.609 3.89
H 3.444 -5.914 2.721 0.28
C -0.499 -2.273 5.655 -1.49
H -3.574 -4.755 0.696 -0.08
C 1.385 -2.010 -3.842 0.26
C 2.195 -2.272 -2.527 0.82
H -3.218 7.274 -4.204 0.34
H -2.828 -2.805 -4.306 0.30
O 0.647 -3.225 -4.119 -0.18
C -5.236 1.804 -1.143 1.22
H 5.705 -0.457 -0.026 0.33
H 4.075 7.488 -2.684 0.49
C -8.369 -3.235 -3.418 -1.36
H 7.111 4.310 3.163 0.45
H -4.128 -1.238 1.058 -0.13
H -1.669 -5.172 1.471 -1.53
H -3.031 2.878 -6.120 0.22
H -2.406 -6.565 5.542 0.38
C -1.008 0.406 -7.276 -1.45
H 2.861 -1.123 0.790 -0.68
H 5.202 7.428 2.054 0.16
H -1.677 6.109 2.673 0.07
H -2.278 7.238 -5.709 0.47
H 0.143 -3.162 5.446 0.15
H 1.643 0.700 -0.414 -1.14
H 7.130 5.028 -4.220 0.36
H 2.962 1.505 -4.301 0.11
O -6.316 1.082 3.839 -0.26
N 0.467 -6.039 -2.128 1.01
C -8.088 -1.865 -2.730 -0.04
C -1.763 -2.774 3.611 -0.32
C 1.515 2.236 5.764 -1.34
H -6.223 -1.571 -3.514 0.16
C -0.334 -0.191 0.131 2.40
H 4.599 -7.877 -0.859 0.31
H 3.717 0.136 -6.053 0.20
C 6.211 2.318 4.799 -1.57
H -1.424 2.889 -1.935 -0.55
C 1.488 5.822 -1.195 -0.15
H -0.358 -5.441 -2.144 -0.89
H -2.536 6.899 1.385 0.31
O -3.744 5.537 2.525 -0.59
C 3.955 7.230 3.771 0.13
H 2.064 -1.853 -4.665 0.73
H -3.957 3.590 2.241 -0.16
H 0.285 3.742 7.497 0.33
C 6.881 3.442 2.630 -1.40
C -1.903 2.312 3.386 1.32
H -5.523 -1.589 4.120 0.16
C -2.309 3.765 3.695 1.11
H 2.814 -8.858 2.993 0.18
O 2.163 5.060 -0.168 0.67
H -0.458 -7.703 -1.431 -0.10
H -0.423 4.877 6.228 0.24
C -2.661 6.533 2.386 -0.60
C 7.613 -3.960 1.508 -1.00
O -5.051 -3.507 0.270 -0.16
C -0.866 -7.726 -3.473 -1.75
H 2.903 -10.103 -3.394 0.32
H -6.309 -1.252 5.812 0.39
H 3.219 2.479 -2.110 -0.11
C -5.353 0.892 0.030 -1.11
H -3.138 -0.606 6.673 0.25
H 7.426 -4.083 2.546 0.40
C -11.055 -1.473 -2.102 -0.69
N -3.304 3.748 4.770 -0.30
H -7.473 2.439 2.734 0.19
H -5.961 3.029 3.297 0.09
H -1.378 4.375 3.981 -0.36
C -3.682 -3.792 0.209 0.39
H -1.455 6.905 -4.193 0.26
H -1.168 2.355 2.532 -0.79
H -1.341 1.078 -1.395 0.02
H 1.798 3.102 3.256 -0.13
H -1.160 -7.223 3.705 0.76
C 2.382 -10.301 -2.451 -0.75
N -4.322 1.381 -2.209 0.66
O -1.716 -2.569 6.305 -0.02
H 6.236 0.747 2.673 0.23
H -7.297 2.730 4.476 0.40
C -2.478 0.320 -5.295 0.51
C 2.866 8.054 3.285 -0.83
C 2.062 2.048 3.433 0.82
H 7.039 1.625 4.860 0.43
C 2.607 1.964 4.813 0.97
H 8.048 -4.874 1.083 0.31
H 0.049 3.222 -5.815 -0.07
H 1.103 -3.747 -1.933 -1.54
H -0.001 -1.284 2.495 -1.14
H 6.318 4.488 -5.718 0.28
H 1.375 5.705 -3.972 0.20
H -2.675 1.587 3.113 -0.52
H -8.236 -2.565 -0.730 0.21
C -1.421 -2.941 7.607 -0.97
H -3.627 -2.942 -1.729 -0.81
H -0.973 4.079 -0.751 -1.17
H 4.199 -2.727 -3.488 0.48
H -3.400 1.252 -1.859 -0.54
H 3.380 2.671 4.970 0.11
H -2.940 3.362 5.658 0.24
C 6.605 2.861 -4.116 -0.10
H 2.189 3.865 1.353 -0.20
H 1.962 7.703 3.778 0.41
H -1.918 2.749 -7.375 0.25
C 0.824 0.694 0.370 1.79
H -2.404 4.301 1.604 0.10
H 5.092 -5.840 2.255 -0.06
H 3.932 1.732 -0.661 -0.27
C -0.942 -1.718 4.296 2.30
H -2.372 -3.173 8.130 0.27
H 2.849 -7.410 0.952 -0.33
H 1.676 8.750 0.300 0.07
O -4.140 0.795 0.696 0.98
C 5.839 2.691 3.380 1.67
C 3.240 0.766 -6.831 -0.54
H 1.128 1.928 -2.864 -0.25
C 5.089 -1.206 -0.497 -1.75
H -1.133 -3.613 3.382 -0.77
C 0.108 -7.435 -2.285 0.76
H 1.766 2.157 6.867 0.37
C 3.521 -8.330 3.722 -0.59
C 5.294 7.660 3.107 -1.19
C 0.024 -3.300 -5.356 -0.77
H -3.350 0.826 -4.846 0.08
H -0.703 -3.823 7.651 0.30
H 3.931 0.802 -7.661 0.35
H 6.382 -1.765 1.639 0.05
H 2.180 -7.895 -3.042 0.46
H 2.571 -1.317 -2.101 -0.77
C -4.088 -0.282 1.647 0.27
C 4.928 -7.529 0.120 -1.44
O 2.721 7.988 1.883 -0.14
C 5.715 -2.669 1.402 -0.80
H 5.823 4.250 -2.725 0.15
H -7.746 -3.990 -2.885 0.17
C -0.002 3.884 6.429 -0.67
H -7.339 1.180 -1.572 0.08
H 2.760 5.529 4.229 0.16
H 1.173 9.395 1.903 0.51
H -3.873 -0.014 4.391 -1.12
H 1.193 6.757 -0.722 -0.07
C -2.310 0.916 -6.646 0.15
H -2.636 3.784 -1.111 0.79
H 0.519 1.730 0.411 -0.21
H -8.530 -1.022 -3.277 0.56
H -1.192 1.842 4.110 -0.51
H 2.900 -7.575 4.205 0.23
N 3.590 -1.447 1.445 0.42
H -4.858 -4.952 -2.002 0.17
H 5.384 1.701 1.613 -0.27
O 4.577 -7.713 3.009 -0.47
H 0.683 -2.411 -1.053 -1.80
O 5.275 2.245 -2.194 -0.36
H 1.211 4.297 -6.293 0.30
H 2.245 7.098 -4.002 0.30
H 0.025 -1.580 6.254 0.92
H 7.968 3.918 -5.380 0.40
H 4.075 3.469 -0.973 0.04
C 4.075 2.479 -1.422 0.56
C 4.226 -6.527 2.286 -0.16
Rb 1.390 -3.562 1.611 -0.11
N 3.573 5.781 3.640 0.06
N 3.482 -5.520 0.278 0.33
H 4.085 7.613 4.850 0.22
H 2.779 1.695 2.667 0.02
H -12.017 -1.869 -1.874 0.25
H 3.292 5.326 2.752 -0.19
H 1.298 5.266 1.692 0.21
H -1.574 0.571 -4.567 -0.47

***

20
Properties=species:S:1:pos:R:3:nbo_charge:R:1 method="wB97M-V/def2-TZVPD" e_homo_ev=-7.3 e_above_lowest_kcal_mol=181.0 multiplicity=1 charge=0
H 2.996 -0.149 1.924 0.23
O -2.258 -1.091 -0.287 -1.06
H 3.196 0.428 -0.338 0.22
H -4.380 1.090 -0.277 0.45
H 0.946 0.997 0.226 0.17
H -1.957 1.380 0.205 0.44
H 1.865 -1.642 1.412 0.22
H -0.198 -0.126 0.874 0.23
H -2.968 -0.374 -0.187 0.51
N -1.065 1.728 0.568 -0.72
H -1.084 2.665 0.118 0.37
C -0.080 0.673 0.170 -0.43
C 2.574 -0.448 -0.082 -0.33
C 2.352 -0.684 1.276 -0.12
O -3.467 1.008 -0.071 -1.19
H -0.270 0.148 -0.781 0.26
H 1.651 -2.034 -1.385 0.22
C 2.092 -1.024 -1.247 -0.13
H -2.436 -1.933 0.038 0.45
H 2.489 -0.612 -2.155 0.21

***

64
Properties=species:S:1:pos:R:3:nbo_charge:R:1 method="wB97M-V/def2-TZVPD" e_homo_ev=-14.8 e_above_lowest_kcal_mol=3.7 multiplicity=1 charge=+2
C 2.783 -2.855 0.266 -0.21
H -1.878 -2.255 -4.522 0.27
C -1.723 -0.288 -3.659 -0.24
H -3.597 -1.559 0.516 0.24
H 4.648 -3.276 -0.715 0.25
H 1.398 3.260 3.917 0.26
H 2.192 -3.722 -0.027 0.23
O -2.815 3.946 0.782 -0.54
C -1.473 -3.851 -2.324 0.98
N -1.242 2.296 0.904 -0.65
H -1.883 0.242 -4.587 0.26
C -1.722 -1.681 -3.617 -0.07
C 1.379 1.819 -0.439 -0.23
C -1.326 -1.583 -1.274 0.12
H 0.149 3.793 1.596 0.24
C 0.225 1.933 2.730 0.25
Pt -0.899 0.322 0.572 1.35
N -0.095 0.654 2.450 -0.44
C 3.692 1.188 -0.905 -0.20
C -5.236 -0.310 -0.083 -0.22
C 0.472 -0.350 3.141 0.07
H -1.222 3.441 2.621 0.26
N -3.065 0.441 0.529 -0.44
F -2.375 -4.292 -1.436 -0.30
H 4.870 -1.133 0.531 0.21
C 2.488 1.899 -1.463 -0.43
H -6.669 1.207 -0.603 0.26
C -0.495 2.981 1.940 -0.28
C 4.389 -1.158 -0.452 -0.21
H 0.907 -1.946 0.594 0.41
H 0.476 2.269 -0.842 0.22
F -0.261 -4.250 -1.900 -0.31
C 3.849 -2.537 -0.755 -0.43
C 2.076 -0.475 -0.064 0.66
H 2.722 2.943 -1.667 0.25
C -3.936 -0.554 0.319 0.05
C 1.374 -0.116 4.150 -0.24
S -1.112 -2.047 0.404 -0.05
F -1.716 -4.422 -3.497 -0.29
H 1.789 -0.950 4.699 0.26
C 1.732 1.197 4.436 -0.09
H -1.482 1.496 -2.452 0.24
C 1.153 2.225 3.717 -0.23
H 3.230 -3.065 1.240 0.21
H 5.131 -0.859 -1.189 0.23
C -4.752 2.023 -0.078 -0.18
C -1.518 -2.345 -2.419 -0.19
H 2.174 1.432 -2.400 0.22
H -5.004 3.067 -0.202 0.28
H 2.453 1.413 5.213 0.25
N -1.320 -0.246 -1.346 -0.45
N 3.309 -0.162 -0.502 -0.40
H 4.483 1.099 -1.647 0.23
C -3.469 1.710 0.323 0.10
N 1.070 0.425 -0.057 -0.59
H 1.658 2.395 0.449 0.19
C -1.507 0.415 -2.494 0.07
H -5.907 -1.147 -0.217 0.26
N 1.866 -1.716 0.391 -0.61
C -2.474 2.797 0.622 0.62
C -5.656 0.996 -0.289 -0.10
H 3.428 -2.551 -1.762 0.22
H 4.102 1.732 -0.048 0.20
H 0.165 -1.353 2.880 0.22

***

8
Properties=species:S:1:pos:R:3:nbo_charge:R:1 method="wB97M-V/def2-TZVPD" e_homo_ev="-9.3 / -9.3" e_above_lowest_kcal_mol=80.2 multiplicity=1 charge=0
C 0.103 1.171 0.243 -0.03
C 0.961 0.232 -0.083 -0.06
H -1.446 0.239 -1.347 0.25
H -1.862 0.292 0.574 0.23
I 3.454 -0.112 -0.016 -0.01
C -0.037 -0.714 0.027 -0.11
C -1.098 0.270 -0.204 -0.47
H -0.077 -1.377 0.804 0.20

***

17
Properties=species:S:1:pos:R:3:nbo_charge:R:1 method="wB97M-V/def2-TZVPD" e_homo_ev="-7.5 / -10.3" e_above_lowest_kcal_mol=79.2 multiplicity=3 charge=0
H 1.657 -1.033 -0.023 0.22
C 1.004 0.297 1.943 0.20
C -0.430 -1.167 -0.246 -0.51
H 1.101 -2.639 -0.332 0.23
N 2.119 0.306 2.280 -0.45
C -0.678 0.233 -0.031 -0.14
P -1.527 0.897 1.444 0.45
H 1.235 -1.322 -1.533 0.20
C 0.948 -1.627 -0.584 -0.61
H -0.891 1.844 -1.424 0.23
H -2.547 1.604 0.743 0.03
H 0.478 1.718 -0.241 0.23
H 0.548 0.623 -1.705 0.22
C -0.087 1.225 -1.030 -0.70
H -0.955 -1.283 -1.207 0.22
H -1.007 -1.768 0.496 0.22
H -0.967 2.092 1.449 -0.04

***

Largest force on an atom readings, ordered: 4.783; 3.801; 1.039; 5.876; 2.823 eV Å⁻¹